17
Properties=species:S:1:pos:R:3 method="wB97M-V/def2-TZVPD" e_above_lowest_kj_mol=200.5 orbital_gap_ev=9.7
C 1.0026 0.1707 -2.9353
C 0.3702 -0.0645 -1.6425
C 1.0735 -0.0965 -0.5157
C 0.3509 -0.3325 0.7661
C -0.8451 0.1986 0.9184
C -1.5394 -0.0601 2.2933
O -0.5974 -0.1682 3.3705
H 0.4662 -0.3999 -3.6353
H 2.0117 -0.3078 -3.0276
H 0.9577 1.3045 -3.2792
H -0.6592 -0.1454 -1.5080
H 2.1673 -0.1935 -0.4140
H 0.8384 -0.7681 1.6814
H -1.4673 0.8130 0.2627
H -1.9153 -1.0890 2.1710
H -2.2886 0.7446 2.5103
H 0.0737 0.3940 2.9838